1.
C5H14 | wB97M-V/def2-TZVPD

The geometry in XYZ format:
```
19
Properties=species:S:1:pos:R:3:forces:R:3:nbo_charge:R:1
H 1.989589 3.513997 0.583195 -0.1 0.2 -0.1 0.197
H 0.103508 -0.566580 -0.232539 0.3 -0.1 -0.2 0.206
H 1.519481 3.499395 -1.093737 -0.1 -0.1 0.0 0.200
H 1.028472 -2.793297 -0.524073 -0.1 -0.3 0.0 0.202
H -1.653278 -2.880656 -0.858864 -0.2 0.0 0.3 0.202
C -1.617510 -1.800926 -0.702158 -0.2 -0.1 -0.9 -0.614
H -1.662062 -1.397223 -1.722571 0.6 0.2 0.2 0.205
H 1.302293 -2.389062 1.131980 -0.1 0.1 0.1 0.207
H 0.031304 -3.521354 0.743337 -0.4 0.0 0.0 0.205
H 0.088272 2.103241 1.261555 -0.2 0.1 0.0 0.204
H 0.576843 4.413115 0.054811 -0.4 -0.1 0.1 0.202
C 1.116235 3.479577 -0.078868 0.8 0.0 0.3 -0.603
H -2.560159 -1.453024 -0.291471 -0.1 -0.2 0.4 0.206
C -0.414245 -1.423630 0.184904 -1.4 0.4 -0.1 -0.411
C 0.503929 -2.602431 0.414919 1.0 0.4 0.0 -0.606
H -0.495941 2.106387 -0.431462 0.0 -0.5 0.0 0.204
H -0.885820 -1.000748 1.077167 0.5 -0.4 0.4 0.197
C 0.375705 2.171852 0.215629 0.5 1.0 -0.1 -0.607
H 1.127010 1.402046 0.055442 -0.4 -0.4 -0.3 0.203
```
Positions in Å, forces in eV/Å.

Values from the calculation:
SMILES: CCC.CC
Gap between HOMO and LUMO in eV: 12.20
Energy above the lowest of the compared OMol25 structures with the same formula, charge and spin in kJ/mol: 37.5
LUMO energy in eV: 1.07
Spin multiplicity: 1

2.
C4H7N3 | wB97M-V/def2-TZVPD

The geometry in XYZ format:
```
14
Properties=species:S:1:pos:R:3:forces:R:3:nbo_charge:R:1
C 1.160544 -0.894811 -1.983201 0.0 -0.4 -0.5 -0.642
N 0.984860 0.769539 1.169530 0.1 -0.1 -0.4 -0.047
N -0.269342 0.395352 1.051920 0.0 -1.2 0.2 -0.170
H 2.217185 -0.676131 -2.164621 -0.2 0.0 0.2 0.240
N 1.601274 0.318131 0.112565 0.4 0.5 0.0 -0.263
C -1.335683 0.874326 1.841577 -2.8 2.5 -2.6 -0.413
H 1.028604 -1.984852 -1.995996 0.1 0.2 0.0 0.220
H -1.331201 -0.999615 -0.183358 -0.2 0.9 -0.2 0.230
H -1.724560 0.320619 2.710625 0.2 -0.3 -0.8 0.224
H -1.074444 1.880348 2.165821 0.0 0.0 0.2 0.229
H 0.582366 -0.487496 -2.822691 0.1 -0.1 0.2 0.222
C -0.513467 -0.289283 -0.084424 1.3 -1.2 -0.2 -0.130
H -2.083452 1.099482 0.822074 0.9 -0.6 4.0 0.213
C 0.719329 -0.316798 -0.692852 0.2 -0.2 0.1 0.088
```
Positions in Å, forces in eV/Å.

Values from the calculation:
SMILES: Cc1cn(C)nn1
Gap between HOMO and LUMO in eV: 10.28
Energy above the lowest of the compared OMol25 structures with the same formula, charge and spin in kJ/mol: 187.3
LUMO energy in eV: 0.84
Spin multiplicity: 1

3.
C21H36O18 | wB97M-V/def2-TZVPD

The geometry in XYZ format:
```
75
Properties=species:S:1:pos:R:3:forces:R:3:lowdin_charge:R:1
O 1.975561 1.868416 -4.937995 -1.4 -2.5 3.6 -0.037
H 3.540871 0.648619 2.996631 0.5 0.0 0.3 0.087
C -4.277776 2.141118 0.528242 -3.7 -1.9 0.5 -0.086
O -2.971913 -1.550028 3.714859 4.2 2.9 -6.6 -0.077
C -2.049502 -3.197224 1.706412 -2.4 -1.4 -0.7 -0.053
C 1.592378 -2.546549 1.745966 -0.1 3.7 0.7 -0.546
C 1.602535 1.364660 -3.680535 0.1 2.0 4.2 -0.203
O -1.579666 1.327620 -1.137183 -0.6 -0.4 -0.2 0.146
H 3.136152 5.050855 0.286844 -1.1 -0.6 -0.7 0.108
O 0.842353 0.188199 -3.864352 2.9 4.9 -1.3 -0.018
C 0.445394 3.003323 1.445479 -1.9 -0.7 -2.1 -0.068
O 2.047172 4.062520 2.555985 1.7 1.4 1.8 0.096
O 1.523432 -5.007260 -3.755315 -1.1 -0.1 2.3 -0.008
H -5.526849 -1.080303 -0.288723 0.0 0.2 1.1 0.107
H 3.020257 1.494768 1.536901 -0.2 -1.6 0.4 0.096
H 2.970553 -3.859477 -4.638445 -1.7 -0.4 -0.9 0.135
O 1.896918 -3.313583 -2.048063 -2.7 -8.4 -2.3 -0.100
C 1.061492 -0.538029 0.872904 -0.8 1.4 1.8 -0.076
C 2.756313 3.036725 -4.967990 2.1 0.2 1.4 -0.071
H 0.496547 2.219385 0.641959 0.4 0.6 0.8 0.137
O 1.928502 2.936978 4.504367 -0.8 0.8 -1.4 0.139
O 1.947712 -1.570294 2.667990 0.9 -3.0 0.9 0.085
H 0.079039 -0.021164 0.942914 0.0 -1.4 -0.3 0.118
H 3.047595 3.322299 0.486858 0.6 -0.9 -0.4 0.050
C -5.143747 -0.360135 0.474128 2.2 -1.0 -2.9 0.012
H -0.551976 3.464925 1.290261 0.0 -0.9 0.7 0.138
O -1.971306 0.243320 2.501775 0.9 -0.5 -0.5 -0.011
H -1.501115 2.003758 3.580810 1.1 -0.2 -0.4 0.068
C -4.831278 0.898343 -0.348840 -2.5 2.7 1.4 -0.285
O 1.137127 -1.938261 0.655708 -1.0 0.2 -0.2 0.080
H -3.073523 -3.483969 1.924100 -0.6 0.7 0.1 0.102
O 1.113837 -5.624328 -1.569455 0.3 -0.1 -6.2 0.030
O 0.639760 2.409899 2.750417 -1.0 1.0 -1.2 0.026
O 1.638107 -3.692883 1.927953 0.3 -2.3 0.6 0.185
H 1.263475 0.250304 2.992696 -0.8 0.2 0.0 0.129
H 1.756152 -0.737448 -2.326833 1.4 -0.1 0.8 0.073
H -0.061925 -5.689754 0.171725 -1.3 -1.8 -0.1 0.092
H 1.812797 3.917707 -0.688823 1.5 0.7 0.2 0.093
H -4.658362 3.082493 0.239888 0.0 1.2 -1.1 0.118
O -2.930172 1.990543 0.402524 0.1 2.1 3.0 0.101
H 0.039113 -0.279609 -2.016188 1.1 -0.5 -0.9 0.112
C 1.531421 3.183406 3.383871 1.5 -1.7 2.0 -0.585
O -1.814141 -1.837686 1.641794 0.4 3.0 0.0 0.014
C 3.128014 0.463192 2.019042 -1.9 1.8 0.9 0.018
H 3.829549 2.825485 -5.330875 -1.6 0.1 0.9 0.126
O -3.756466 0.755442 -1.178719 1.6 -1.3 -1.6 0.105
C -2.253889 1.249530 3.532838 -1.7 -0.5 0.3 0.025
H 0.529194 -4.263754 -0.310362 -0.8 3.9 -0.1 0.024
H -3.137529 1.781873 3.173303 -0.1 -0.3 0.2 0.079
C 1.797834 -0.278031 2.229637 0.2 1.1 -2.1 -0.319
H -2.445057 0.884039 4.561651 0.2 -0.5 -1.0 0.114
C 0.813395 -0.657013 -2.769833 -2.2 1.5 2.8 -0.094
H 1.545622 -2.992506 -4.426628 -1.1 0.9 0.6 0.046
H -4.192720 -0.770135 0.849699 0.2 0.0 -0.7 0.076
H -5.612907 -0.364697 1.398173 -2.0 0.8 1.3 0.064
C 1.820714 -3.965244 -4.720757 3.6 -0.4 1.4 -0.012
C 2.455236 4.159047 0.203250 -1.9 0.3 0.9 0.017
H -5.642245 1.220899 -1.089582 0.5 -0.5 1.6 0.175
C -2.691029 1.354711 -0.667938 3.7 -1.5 -3.1 -0.618
H -4.669059 2.076714 1.532131 0.5 -0.5 0.7 0.120
H 2.711397 3.537216 -3.974499 0.4 -0.4 -0.7 0.095
O 1.873382 1.999440 -2.362756 -1.5 -4.2 -8.6 -0.123
C 1.480064 -4.662396 -2.453171 2.4 6.8 1.9 -0.292
C -2.244855 -1.042946 2.599890 -4.6 -2.8 7.9 -0.431
H -1.892335 -3.626867 0.740850 0.7 0.1 -0.7 0.094
C 0.732223 -5.242034 -0.337032 3.3 -0.1 3.2 -0.098
H 0.899712 5.064980 1.384640 -1.8 2.9 -0.2 0.114
H 1.544636 -0.098592 0.071745 1.2 1.0 -1.6 0.091
H -1.548795 -3.720223 2.442871 1.8 -0.6 1.5 0.085
H 2.305621 3.650979 -5.676934 -0.7 1.2 -1.3 0.062
H 0.526697 -1.583248 -3.114975 -0.7 -2.0 -0.8 0.046
H 1.427592 -4.260948 -5.668502 0.0 -0.4 -0.4 0.088
C 1.386180 4.181283 1.333423 2.6 -2.5 -0.7 -0.316
H 1.656018 -5.308134 0.262115 -0.7 -0.2 0.4 0.115
H 3.724492 -0.150260 1.444082 1.7 -1.1 -1.3 0.064
```
Positions in Å, forces in eV/Å.

Values from the calculation:
SMILES: C[C@H]1COC(=O)O1.C[C@H]1COC(=O)O1.C[C@H]1COC(=O)O1.COC(=O)OC.COC(=O)OC.COC(=O)OC
Gap between HOMO and LUMO in eV: 10.31
Energy above the lowest of the compared OMol25 structures with the same formula, charge and spin in kJ/mol: 873.5
LUMO energy in eV: 0.32
Spin multiplicity: 1

4.
C49H74Br3NO4 | wB97M-V/def2-TZVPD

The geometry in XYZ format:
```
131
Properties=species:S:1:pos:R:3:forces:R:3:lowdin_charge:R:1
H -6.277070 -1.046407 4.483357 -0.6 -2.5 1.2 0.097
H 5.038748 2.106956 -3.995047 0.1 0.1 0.0 0.108
H -3.216476 -1.974212 -4.219220 -0.1 -0.1 0.0 0.109
Br 3.586514 -3.208264 8.310033 0.6 0.4 -1.2 0.555
H 4.515317 -4.930307 6.400833 0.3 2.2 -1.6 0.066
C 4.641924 -3.989180 5.677700 0.2 -0.8 0.5 -0.167
C 4.445650 3.539911 -2.522998 0.0 0.2 -0.1 -0.117
H 4.994519 1.240371 2.528707 -1.7 -0.6 -2.1 0.126
C -4.409206 -3.125818 3.471864 2.0 -0.2 -0.8 -0.097
H 9.915275 3.926920 -3.059734 0.0 -0.1 0.0 0.067
H 8.820212 2.658272 -3.616267 0.1 0.0 0.0 0.070
C -3.497622 -4.108870 -4.261618 0.1 0.1 0.0 -0.271
H -2.111771 -3.705886 -2.643389 -0.1 -0.1 0.1 0.065
H -7.972604 -3.805051 -5.011095 0.1 0.1 -0.1 0.070
H 9.370110 7.098293 -2.736771 0.0 0.0 -0.1 0.109
H 5.813879 -3.773800 5.614347 -2.7 -0.3 0.0 0.096
C 6.383026 1.892588 -2.335441 0.1 0.0 -0.1 -0.223
H 6.506866 3.141658 -0.576503 0.0 0.0 0.0 0.095
H 4.647553 0.863082 0.622968 -0.9 0.3 2.2 0.107
C 3.824985 -2.720905 6.342871 -0.1 -0.4 -1.1 -0.700
C 8.151718 3.715247 -1.835582 0.0 0.0 0.2 -0.269
H 7.694733 6.794426 -5.287957 0.1 0.0 0.0 0.104
C 3.254303 -0.815077 3.690703 -2.4 -0.7 -2.5 0.059
H -8.224800 -2.364868 2.038375 0.0 0.0 0.0 0.092
H -3.689714 -4.313934 -2.102251 0.1 0.0 0.0 0.063
C -0.372269 -2.389315 0.658999 0.4 -0.5 -4.0 -0.189
C -7.802941 -2.085069 6.080321 3.3 -5.3 -1.2 -0.032
C 10.008679 8.858250 -6.404925 -0.1 0.0 -0.2 -0.116
O 0.206915 -4.793748 4.158900 -1.7 7.2 -3.6 -0.051
H -4.278395 -4.838894 -4.496527 0.0 0.1 0.0 0.098
H 4.108377 -0.378781 4.393293 -2.2 -1.1 -1.6 0.107
H -6.398101 -3.539124 -5.765140 -0.1 0.1 0.0 0.067
C 5.524613 2.760179 -3.260447 -0.1 -0.2 0.1 -0.262
C -7.077164 -3.174489 -4.989981 -0.2 -0.2 -0.1 -0.114
C 2.213265 -1.986190 4.216028 -0.2 1.4 -3.7 -0.108
C -6.436713 -3.223118 -3.612567 0.0 0.2 0.1 -0.273
H 7.766275 1.931859 -0.693192 0.0 0.1 0.0 0.110
H -5.500165 -1.286418 -3.691051 0.0 -0.1 0.0 0.109
C -5.656212 -3.372914 4.552022 -2.9 0.8 2.0 -0.212
H 6.152453 3.451159 -3.831490 0.0 0.0 0.0 0.095
C -3.284969 -2.242433 0.945851 1.2 -1.9 4.1 0.021
H -5.648114 -2.222274 1.549043 2.3 -0.7 1.1 0.088
C 9.214855 8.841237 -3.981738 -0.1 0.0 0.1 -0.227
C -8.874608 -3.084775 1.524992 0.0 -0.1 -0.1 -0.233
H -11.022121 -4.598772 -1.675655 0.1 0.0 0.0 0.071
C 3.291584 2.495479 1.603430 -0.3 0.7 -0.1 -0.096
H 8.478859 9.305843 -3.315352 0.1 -0.1 0.0 0.101
C -2.903345 -3.564368 4.053066 -0.1 1.8 -4.6 -0.411
C -9.908119 -2.302406 0.706295 -0.1 0.1 0.1 -0.227
C 7.880597 6.636035 -4.220604 0.2 -0.1 0.1 -0.272
H -11.147710 -2.855289 3.221130 0.0 0.0 0.0 0.066
O 3.477588 2.622514 4.165104 -0.2 4.5 -7.3 -0.023
H -6.183883 -4.258053 -3.359857 0.0 0.1 0.0 0.101
C 1.950512 -0.665660 1.129433 0.5 -1.5 3.6 0.042
C -4.033726 -2.681862 -4.408124 0.0 0.0 -0.1 -0.227
C 1.038252 -2.477604 3.140635 1.4 1.7 -0.8 0.033
H 4.393149 -1.694170 6.283102 -1.2 -2.2 0.3 0.098
C -2.926188 -4.397531 -2.880997 0.0 -0.1 0.0 -0.111
H -7.377771 -2.153152 -5.245113 0.1 -0.1 0.0 0.076
C 9.238179 3.133590 -2.725014 0.1 0.1 -0.1 -0.108
H 2.595450 5.200585 3.339768 1.9 -1.2 -0.3 0.142
H -9.699014 -3.434048 -1.849578 0.0 -0.1 0.1 0.065
H 3.777758 2.863721 -1.980049 0.0 0.0 0.0 0.063
C 7.192492 2.658302 -1.282371 -0.1 0.0 0.1 -0.226
H -10.066378 -4.817511 2.068506 0.1 0.0 0.0 0.101
H 1.898496 -0.173253 0.065437 -0.1 -1.2 2.3 0.105
C -1.793959 -2.630823 1.506881 -2.7 -0.4 1.9 -0.018
H -11.622241 -2.489570 -0.572017 0.0 -0.1 0.1 0.105
H -10.463802 -1.629054 1.369192 0.1 0.0 0.0 0.101
C 3.149312 -0.135216 2.165999 -2.4 -2.9 1.0 -0.098
H 5.780150 6.542697 -3.738013 0.0 0.1 0.1 0.067
C -10.910925 -3.158321 -0.072815 0.1 0.2 -0.1 -0.271
H 10.020654 7.767926 -6.491269 0.0 0.1 0.0 0.066
N -5.935684 -4.713075 5.141573 -2.8 4.6 1.2 0.010
H 9.831367 2.390714 -2.182015 -0.1 0.0 -0.1 0.078
H 3.573316 3.150641 0.652283 -0.4 -1.3 2.3 0.114
H 5.733680 1.175467 -1.817331 0.0 0.0 -0.1 0.097
Br 1.317611 -1.331466 6.985844 0.2 -0.5 -1.2 0.557
H 8.957425 10.428232 -5.403886 -0.1 -0.1 0.0 0.105
H -8.419907 -1.143054 6.396899 1.4 -2.0 -0.8 0.092
H 7.599621 4.485651 -2.383799 0.0 -0.1 0.1 0.067
H 11.007435 9.193257 -6.107665 -0.1 -0.1 0.0 0.076
Br -2.641637 -4.374807 5.907441 -0.4 1.3 -2.8 0.633
H 7.999178 5.553100 -4.087204 0.0 0.2 -0.1 0.077
H -2.703602 -4.257991 -5.003034 -0.1 0.0 0.0 0.105
H -7.249195 -5.857752 6.589666 0.7 2.6 -1.3 0.109
C 4.181680 1.081754 1.675163 -1.3 0.0 1.2 -0.149
H 6.820003 6.901207 -2.349656 0.0 0.1 -0.1 0.075
O -0.259414 -2.603804 -0.658354 -0.8 1.6 8.3 -0.033
H 10.194189 9.208833 -3.649882 -0.1 0.0 0.0 0.110
H -8.875536 -3.820339 7.536688 2.2 0.3 -2.1 0.096
C -9.455610 -4.052507 2.559023 0.3 0.0 0.0 -0.262
C -10.257462 -4.038820 -1.128127 -0.1 -0.2 0.0 -0.113
H 7.062403 1.291412 -2.950791 -0.1 0.0 0.1 0.103
C -8.036765 -3.616301 6.714126 2.9 1.9 -3.2 -0.041
C 2.307474 -2.601382 5.732715 0.6 -0.1 -0.3 -0.655
H 2.128071 2.254731 1.492050 2.6 0.5 0.4 0.133
C 8.959162 9.331708 -5.409773 0.1 0.1 0.1 -0.274
H -9.371429 -1.654330 0.001800 -0.1 -0.1 0.0 0.108
H 7.965163 9.024694 -5.749528 0.0 0.0 0.1 0.098
C 9.182313 7.319870 -3.794937 0.1 -0.1 -0.1 -0.226
C -1.642507 -3.290168 3.036557 -1.8 0.5 -0.2 -0.030
H 9.795938 9.267039 -7.397733 0.1 -0.1 0.1 0.070
O 3.510294 4.798118 3.144414 -1.9 -2.4 -0.8 -0.027
H -8.624796 -4.584831 3.039631 -0.1 0.0 -0.1 0.099
C -7.051706 -4.772410 6.127314 -0.3 1.9 0.0 -0.113
H 3.842619 4.111706 -3.235345 0.0 0.0 0.2 0.072
H 4.875767 4.248533 -1.809373 -0.1 0.0 0.0 0.064
C 0.888854 -1.830527 1.605374 2.3 1.1 2.3 -0.014
H -9.572208 -4.764569 -0.680779 0.0 0.1 -0.1 0.068
H 6.473223 8.156637 -3.555782 0.0 -0.1 0.1 0.068
H -10.629246 -4.093426 4.368550 0.0 0.2 0.0 0.072
C -10.272021 -3.359867 3.637695 -0.2 0.0 0.1 -0.114
C 6.672879 7.090773 -3.417834 -0.2 -0.1 -0.1 -0.111
H -4.865408 -2.337374 -2.443687 0.0 0.0 -0.1 0.086
H -11.499632 -3.778330 0.610368 0.0 0.1 0.0 0.099
C -5.204892 -2.323175 -3.486048 0.1 0.0 0.1 -0.229
H -3.406027 -1.786139 -0.132185 0.2 -1.1 2.5 0.099
H -7.179255 -2.899106 -2.872126 0.1 -0.1 0.0 0.094
H -8.221943 -3.646489 0.846411 0.0 0.0 0.0 0.100
C -6.550740 -2.087085 4.989858 -0.8 -1.3 1.0 -0.015
C -0.087629 -3.648949 3.537956 0.8 -3.5 1.6 -0.203
H -2.526730 -5.415967 -2.845558 0.0 0.1 0.1 0.073
C 3.430527 3.333434 3.025749 -0.1 -3.1 5.7 -0.271
H -4.330550 -2.525210 -5.451664 0.0 0.0 0.1 0.100
C -4.585697 -2.511266 1.962405 3.4 -0.7 1.2 0.011
H 8.630552 4.224463 -0.989400 -0.1 0.0 -0.1 0.112
H 10.013723 6.867122 -4.347877 0.0 0.0 0.0 0.101
H 4.205554 -4.340281 4.637349 0.9 1.1 2.0 0.093
H 1.788168 -3.638874 5.884112 0.9 2.1 -0.7 0.104
H -9.666666 -2.619740 4.170933 -0.1 -0.1 -0.1 0.045
```
Positions in Å, forces in eV/Å.

Values from the calculation:
Gap between HOMO and LUMO in eV: 7.06
LUMO energy in eV: -1.75
Spin multiplicity: 1